# 1
ORCA calculation (wB97M-V/def2-TZVPD) on a 7-piece molecular cluster, C24H67N6O7 overall.

Output
- E (eV) = -49232.672
- LUMO level (eV) = 2.57
- total charge = -1
- energy above the lowest of the compared OMol25 structures with the same formula, charge and spin (kcal per mole) = 227.4
- HOMO-LUMO gap (eV) = 7.62

Last column: Mulliken charge in e.
CARTESIAN COORDINATES (ANGSTROEM)
O 0.466 -0.053 -0.109  2.82
H 1.329 -0.291 0.343  -1.10
C -2.020 -0.767 3.185  -1.65
C -2.645 -0.381 1.746  1.17
C -4.105 -0.272 1.667  -1.01
O -4.855 -1.539 1.880  -0.40
C -6.283 -1.309 2.272  -0.98
N -1.968 0.829 1.194  -0.23
H -2.199 -0.015 3.942  0.34
H -1.071 -0.875 3.139  0.14
H -2.544 -1.815 3.363  0.29
H -2.357 -1.279 1.120  -0.04
H -4.514 0.165 0.706  0.36
H -4.330 0.359 2.392  0.68
H -6.731 -2.297 2.323  0.26
H -6.628 -0.601 1.600  0.38
H -6.488 -0.931 3.153  0.43
H -2.626 1.048 0.443  0.15
H -0.995 0.449 0.886  -0.31
C 0.769 3.470 -2.740  -1.88
C 0.717 3.712 -1.250  0.72
C -0.778 3.602 -0.615  -0.19
O -1.490 4.663 -1.070  -0.46
C -2.864 4.692 -0.753  -0.99
N 1.574 2.742 -0.479  -0.54
H 0.517 2.557 -3.226  0.17
H 1.822 3.665 -3.198  0.17
H 0.122 4.186 -2.973  0.94
H 0.881 4.692 -0.880  0.58
H -0.855 3.704 0.467  0.46
H -1.353 2.605 -0.753  -0.34
H -3.261 3.804 -0.970  0.35
H -3.280 5.353 -1.279  0.45
H -3.062 4.835 0.332  0.30
H 1.130 1.903 -0.699  -0.75
H 1.488 2.912 0.383  0.48
C 1.420 -2.695 1.836  -2.29
C 1.161 -3.243 0.426  1.54
C 1.084 -4.844 0.315  -1.04
O 2.218 -5.505 0.691  -0.32
C 2.076 -6.962 0.490  -0.79
N 0.100 -2.691 -0.306  -0.48
H 1.838 -3.287 2.472  0.77
H 0.477 -2.507 2.238  0.43
H 1.728 -1.739 1.496  0.23
H 2.098 -2.950 -0.191  -0.31
H 0.907 -4.930 -0.876  0.24
H 0.188 -5.072 0.684  0.59
H 3.119 -7.520 0.565  0.22
H 2.016 -7.063 -0.694  0.30
H 1.322 -7.293 1.042  0.35
H 0.434 -2.673 -1.257  0.41
H -0.072 -1.634 -0.196  -0.62
C 2.801 0.980 2.654  -1.72
C 1.338 0.976 3.095  2.13
C 1.047 1.525 4.497  -1.21
O 1.575 0.740 5.554  -0.37
C 0.976 1.001 6.795  -0.67
N 0.460 1.696 2.217  -0.02
H 3.254 0.363 3.312  0.62
H 2.936 2.058 2.557  0.44
H 2.729 0.753 1.640  -0.04
H 0.981 -0.057 2.961  -0.78
H 0.051 1.819 4.663  0.62
H 1.467 2.494 4.816  0.46
H 1.487 0.551 7.666  0.24
H -0.102 0.699 6.746  0.26
H 0.835 2.161 6.959  0.24
H -0.573 1.945 2.500  0.36
H 0.430 1.150 1.283  -1.10
C -2.176 0.274 -4.653  -1.45
C -2.074 0.086 -3.111  1.51
C -3.293 -0.640 -2.489  -1.27
O -4.413 0.083 -2.694  -0.37
C -5.560 -0.668 -2.605  -1.30
N -0.751 -0.562 -2.776  -0.39
H -1.952 -0.761 -5.201  0.28
H -1.315 0.912 -5.060  0.33
H -3.240 0.630 -4.849  0.36
H -1.927 1.097 -2.723  -0.39
H -2.998 -1.059 -1.582  0.54
H -3.280 -1.552 -2.911  0.67
H -5.647 -1.403 -1.817  0.38
H -5.706 -1.219 -3.376  0.59
H -6.301 0.048 -2.670  0.37
H -0.610 -0.510 -1.725  -0.67
H 0.051 -0.271 -3.386  0.32
C 3.543 -1.416 -2.451  -1.62
C 3.504 -0.035 -1.734  1.05
C 4.687 0.775 -2.440  -1.29
O 6.038 0.309 -2.068  -0.42
C 6.989 1.028 -2.840  -0.78
N 2.374 0.628 -2.187  -0.26
H 2.796 -2.168 -2.047  0.16
H 4.444 -1.745 -1.989  0.48
H 3.571 -1.575 -3.477  0.36
H 3.719 -0.146 -0.691  0.14
H 4.634 1.718 -2.017  0.72
H 4.529 0.764 -3.528  0.44
H 7.107 0.475 -3.750  0.28
H 7.733 1.266 -2.337  0.39
H 6.401 2.065 -3.330  0.23
H 2.251 1.455 -1.764  0.41
H 1.550 0.354 -1.909  -0.27

Atomic forces in eV per Å
1.2 0.3 1.2
-1.5 0.3 -1.0
-8.6 -1.0 -1.4
3.5 -2.1 0.1
-1.9 -2.6 -2.7
-0.4 1.1 1.0
3.6 -3.0 -3.6
-0.7 -1.6 0.4
-0.6 0.1 0.3
6.5 -1.0 -0.7
1.2 2.2 0.4
-0.2 0.6 0.4
0.8 -0.4 0.6
-1.7 3.1 3.5
-0.2 0.0 -0.9
-1.4 0.8 -1.8
0.1 2.2 5.0
1.1 0.3 -0.6
-2.0 0.9 -0.5
4.2 -0.3 0.6
-1.3 -3.4 3.0
0.1 -2.4 0.0
-1.3 2.3 -1.8
4.9 -2.4 5.4
0.9 1.5 -9.2
-0.7 -1.2 0.6
-1.7 0.1 1.0
-2.7 3.1 -2.5
1.1 1.3 -0.6
1.3 -0.4 0.6
1.1 1.1 -0.5
-1.8 -3.9 -1.0
-3.2 5.6 -4.1
0.3 0.2 -0.3
-0.9 -2.1 0.6
-0.9 1.4 8.6
-3.8 2.6 -5.6
3.8 -2.0 -0.5
1.9 3.9 -5.4
0.9 -2.3 1.0
6.0 2.6 -5.5
-2.3 1.2 -0.6
3.8 -3.2 3.5
-2.0 0.4 0.9
1.4 1.0 1.2
-0.6 -0.9 1.2
0.4 -0.3 2.1
-3.6 -1.7 2.3
-2.1 1.4 0.9
-1.0 -0.1 2.3
-3.2 -1.9 2.1
-0.5 -0.3 -0.5
0.8 -1.5 0.7
-4.0 3.6 -0.8
-1.9 -0.6 0.9
2.1 0.7 1.1
0.2 -1.5 0.7
-1.7 2.1 -0.3
-1.6 1.5 -2.1
2.5 -1.6 1.7
1.3 0.1 0.8
0.6 -1.4 -1.7
0.3 -0.4 1.2
-2.1 -0.8 -0.1
0.7 0.5 -1.5
-0.1 0.1 -0.8
0.7 -0.3 0.3
0.8 -1.7 -0.1
3.0 -1.3 -0.4
0.0 1.3 1.7
0.4 -1.7 -0.6
2.3 0.5 -0.7
3.9 1.9 -1.3
-0.2 1.1 0.8
0.6 1.9 3.7
-1.2 -0.6 0.5
-0.9 1.9 1.2
-1.6 -0.3 0.7
1.6 -0.2 -0.3
-1.0 0.3 0.3
-0.1 0.7 3.2
-0.7 -3.4 -3.0
0.1 0.4 1.2
-0.5 -3.8 -5.8
-2.2 1.2 0.7
0.7 0.3 -1.9
-1.2 -0.1 1.3
-0.6 -1.2 4.5
1.9 -1.3 -4.3
0.2 -2.6 1.3
-1.0 0.6 -0.4
-10.0 0.4 -5.8
3.2 0.9 -3.7
0.4 1.1 -0.3
1.2 -1.2 -0.3
0.1 0.8 -2.0
-0.1 0.0 0.9
-0.2 2.4 0.3
0.1 0.0 0.3
1.0 -0.4 -0.6
7.0 2.0 4.4
1.9 -2.4 1.7
1.1 4.4 1.3
-5.4 -4.0 1.8

---

# 2
ORCA calculation (wB97M-V/def2-TZVPD) on a single C28H32N4O4 molecule.

Output
- SMILES string = CC(C)c1ccc(N(C(=O)CNC(=O)c2ccco2)[C@@H](C(=O)NC2CCCC2)c2cccnc2)cc1
- E (eV) = -43707.142
- LUMO level (eV) = 0.72
- total charge = 0
- energy above the lowest of the compared OMol25 structures with the same formula, charge and spin (kcal per mole) = 32.5
- HOMO-LUMO gap (eV) = 9.57

Last column: Mulliken charge in e.
CARTESIAN COORDINATES (ANGSTROEM)
C 5.341 2.432 -0.107  -1.64
H 5.142 3.453 0.208  0.37
H 6.400 2.354 -0.343  0.42
H 5.111 1.770 0.724  0.35
C 4.498 2.062 -1.329  0.36
C 3.070 1.773 -0.943  1.05
C 2.417 0.662 -1.461  -1.02
C 1.125 0.349 -1.083  0.03
C 0.470 1.151 -0.157  -0.93
C 1.087 2.299 0.320  -0.92
C 2.375 2.603 -0.073  -0.66
H 2.846 3.488 0.323  0.32
H 0.564 2.944 1.010  0.43
N -0.843 0.812 0.279  0.92
C -1.118 0.429 1.542  0.92
O -2.252 0.196 1.935  -0.72
C 0.077 0.215 2.471  -1.45
N 1.021 -0.711 1.899  -0.01
C 2.333 -0.412 1.727  0.17
O 2.854 0.596 2.163  -0.64
C 3.066 -1.418 0.948  0.33
C 4.391 -1.472 0.598  -0.11
C 4.538 -2.615 -0.216  -0.89
C 3.298 -3.172 -0.306  -0.34
O 2.403 -2.462 0.392  -0.21
H 2.938 -4.043 -0.819  0.54
H 5.438 -2.972 -0.671  0.50
H 5.149 -0.778 0.894  0.60
H 0.666 -1.577 1.521  0.12
H -0.323 -0.169 3.417  0.44
H 0.622 1.142 2.667  0.47
C -1.891 0.819 -0.749  0.99
C -3.105 1.617 -0.348  0.16
C -3.008 2.716 0.498  -0.49
C -4.151 3.430 0.811  -0.68
C -5.354 3.026 0.253  -0.39
N -5.454 2.002 -0.575  -0.70
C -4.363 1.320 -0.866  -0.29
H -4.499 0.496 -1.555  0.49
H -6.277 3.546 0.469  0.38
H -4.106 4.282 1.472  0.41
H -2.052 3.008 0.909  0.34
H -1.444 1.289 -1.634  0.67
C -2.183 -0.654 -1.149  -0.60
O -1.699 -1.105 -2.167  -0.70
N -2.955 -1.295 -0.263  0.20
H -3.187 -0.771 0.576  0.42
C -3.218 -2.721 -0.137  -0.18
C -2.980 -3.533 -1.413  -1.05
H -3.145 -2.929 -2.300  0.36
H -3.681 -4.368 -1.431  0.43
C -1.530 -4.046 -1.334  -0.91
H -1.507 -5.134 -1.400  0.43
H -0.933 -3.642 -2.149  0.28
C -0.988 -3.575 0.023  0.59
H -0.307 -4.297 0.472  0.60
H -0.449 -2.635 -0.108  -0.83
C -2.236 -3.342 0.868  -0.91
H -2.066 -2.691 1.726  0.37
H -2.636 -4.292 1.224  0.36
H -4.255 -2.805 0.205  0.48
H 0.628 -0.517 -1.493  0.47
H 2.931 0.018 -2.160  0.40
C 4.544 3.175 -2.381  -1.53
H 5.572 3.377 -2.670  0.44
H 3.984 2.885 -3.267  0.37
H 4.109 4.089 -1.984  0.32
H 4.914 1.152 -1.774  0.50

Atomic forces in eV per Å
0.0 -0.2 -0.2
0.0 0.1 0.1
0.1 0.1 0.0
0.0 0.0 0.1
0.0 0.2 0.0
0.0 0.0 0.0
-0.1 0.1 0.0
-0.1 0.1 0.0
0.4 0.3 -0.1
-0.2 -0.1 -0.1
0.1 0.0 -0.2
0.1 0.1 0.1
-0.1 0.0 0.1
-0.1 0.2 -0.5
0.2 -0.2 0.5
0.0 0.0 0.2
0.0 0.0 0.3
-0.3 -0.3 0.2
-0.3 -0.1 0.1
0.2 -0.1 0.0
1.3 0.2 -0.1
-0.8 0.2 0.4
-0.4 -0.3 -0.1
0.8 -0.2 -0.3
-0.5 0.2 0.2
-0.1 -0.1 0.0
0.1 -0.1 -0.1
0.1 0.2 0.1
0.1 0.0 0.0
0.0 0.2 -0.2
-0.1 -0.1 0.0
-0.2 -0.2 -0.2
-0.2 0.3 0.0
-0.2 -0.1 -0.2
0.1 -0.1 -0.1
0.0 0.2 0.2
-0.6 0.0 -0.2
0.5 -0.1 0.0
0.1 -0.1 0.0
0.0 0.1 0.1
0.0 0.1 0.1
0.1 0.0 0.1
-0.1 -0.2 0.2
-0.1 0.7 0.2
0.3 -0.2 -0.4
-0.2 -0.1 0.3
0.1 0.1 -0.2
-0.1 -0.3 0.1
-0.1 0.1 -0.1
-0.1 -0.1 0.0
0.0 0.0 0.0
0.1 0.0 -0.1
0.0 0.0 0.0
0.0 -0.1 0.0
0.0 -0.1 0.0
0.1 0.0 0.0
0.1 0.1 0.0
0.0 0.1 0.0
-0.1 0.0 0.1
0.0 -0.1 0.0
0.1 0.0 -0.1
-0.1 -0.1 0.0
0.1 -0.1 -0.1
0.1 -0.3 0.0
0.1 0.1 -0.1
0.0 0.0 -0.1
0.0 0.1 0.0
-0.1 0.0 0.0

---

# 3
ORCA calculation (wB97M-V/def2-TZVPD) on a 2-piece molecular cluster, C5H11N overall.

Output
- SMILES string = C=CC.C=CN
- E (eV) = -6849.822
- LUMO level (eV) = 1.08
- total charge = 0
- energy above the lowest of the compared OMol25 structures with the same formula, charge and spin (kcal per mole) = 85.5
- HOMO-LUMO gap (eV) = 10.02

Last column: Mulliken charge in e.
CARTESIAN COORDINATES (ANGSTROEM)
C 2.821 4.411 -1.276  -0.88
C 2.049 3.619 -0.245  0.05
C 1.090 2.771 -0.442  -0.67
H 2.560 5.431 -1.415  0.27
H 2.740 3.833 -2.262  0.26
H 3.865 4.318 -1.002  0.25
H 2.309 3.567 0.858  0.24
H 0.410 2.648 0.538  0.19
H 0.690 2.591 -1.466  0.28
C -2.292 -2.662 1.534  -0.78
C -2.382 -3.524 0.427  -0.10
N -1.444 -4.544 -0.026  -0.61
H -1.541 -2.987 2.183  0.28
H -3.147 -1.996 1.842  0.25
H -3.302 -3.738 -0.038  0.39
H -0.423 -4.172 0.422  0.29
H -1.769 -5.376 0.542  0.28

Atomic forces in eV per Å
0.6 -3.1 -0.7
1.7 0.9 1.8
-3.9 -0.3 0.7
-0.4 0.8 0.1
-0.1 1.1 1.1
0.4 0.4 -0.1
0.2 1.3 -1.3
1.6 -0.9 -2.6
0.0 -0.1 0.9
-2.0 -2.2 -3.6
0.3 1.1 2.9
2.7 1.8 3.3
1.5 0.6 1.2
1.2 -0.9 -0.5
-1.2 0.7 -0.9
-3.4 -1.9 -1.4
1.0 0.8 -1.0

---

# 4
ORCA calculation (wB97M-V/def2-TZVPD) on CH2N2O2S2 as an isolated structure.

Output
- E (eV) = -29811.943
- LUMO level (spin up / spin down) (eV) = -2.90 / -2.90
- total charge = 0
- energy above the lowest of the compared OMol25 structures with the same formula, charge and spin (kcal per mole) = 50.9
- HOMO-LUMO gap (spin up / spin down) (eV) = 7.17 / 7.17

Last column: Mulliken charge in e.
CARTESIAN COORDINATES (ANGSTROEM)
C 0.694 -0.216 2.263  0.46
N 0.534 -1.083 2.990  -0.37
N -0.506 0.672 -1.692  -0.40
O 0.417 -1.649 -0.854  -0.42
O -1.293 -0.512 0.425  -0.47
S 1.265 1.009 1.347  -0.19
S -0.122 -0.417 -0.421  0.89
H 0.295 0.917 -2.252  0.25
H -1.284 1.280 -1.806  0.25

Atomic forces in eV per Å
0.8 0.3 0.6
-0.7 -1.3 1.0
2.3 -2.2 0.7
1.5 0.2 -0.8
0.9 0.6 -0.9
-0.8 -0.4 -2.7
-3.4 2.7 1.2
0.1 -0.1 -0.1
-0.8 0.2 1.0

---

Question: Which of these has the highest energy above the lowest of the compared OMol25 structures with the same formula, charge and spin?
Answer: C24H67N6O7

---

Question: Which of these has the lowest total charge?
Answer: C24H67N6O7